# 1
{
  "formula": "C12H16ClIN2O2PSm",
  "method": "ωB97M-V with the def2-TZVPD basis set",
  "species": ["C", "C", "H", "H", "H", "O", "I", "Sm", "P", "C", "C", "H", "H", "H", "C", "H", "H", "H", "H", "H", "H", "C", "O", "Cl", "N", "C", "C", "C", "C", "C", "N", "C", "H", "H", "H", "H"],
  "coordinates": [[-3.371, 1.770, -4.698], [-3.131, 0.647, -3.796], [-4.193, 1.630, -5.439], [-2.409, 1.946, -5.223], [-3.546, 2.654, -4.046], [-3.283, -0.413, -3.324], [-1.354, 3.726, -0.215], [-0.399, 0.996, -0.246], [1.558, -1.215, -1.210], [1.806, -3.014, -1.120], [1.372, -1.013, -3.015], [3.427, 0.306, -0.860], [3.880, -1.082, -1.919], [3.730, -1.293, -0.144], [3.330, -0.773, -1.022], [1.160, 0.033, -3.264], [2.334, -1.313, -3.454], [2.561, -3.300, -1.875], [0.865, -3.548, -1.308], [0.569, -1.649, -3.399], [2.175, -3.271, -0.117], [-0.454, -1.554, 0.642], [-0.446, -2.485, 1.323], [1.838, 1.751, 0.659], [2.251, -0.103, 5.691], [1.312, 0.183, 5.056], [0.138, 0.556, 4.301], [-1.001, 1.062, 4.926], [-2.093, 1.448, 4.163], [-2.006, 1.361, 2.774], [-0.904, 0.854, 2.161], [0.128, 0.412, 2.922], [-1.019, 1.136, 6.005], [-3.014, 1.831, 4.611], [-2.797, 1.714, 2.098], [0.986, 0.009, 2.359]],
  "atomic_forces_ev_per_a": [[1.36, 0.97, 0.72], [-3.16, -5.82, 0.39], [0.31, -0.58, 0.75], [-0.37, 0.02, 0.09], [-0.03, -0.27, -0.35], [1.68, 5.91, -1.81], [-0.34, -0.43, -0.52], [1.52, 0.36, 1.44], [1.49, -0.01, -0.70], [-0.45, -0.39, 0.13], [-0.05, 0.04, -0.17], [0.19, -0.30, -0.12], [-0.11, 0.00, 0.25], [-0.04, 0.16, -0.16], [-0.15, 0.57, 0.28], [0.18, -0.10, -0.16], [-0.44, 0.15, -0.22], [-0.36, 0.10, 0.37], [0.30, -0.07, 0.04], [0.12, 0.05, -0.03], [-0.12, -0.04, -0.31], [-1.07, -2.97, 2.78], [0.30, 2.80, -2.40], [-0.60, -0.15, -0.58], [-2.05, 0.60, -1.47], [1.70, -0.58, 1.30], [0.17, -0.24, -0.17], [-0.14, 0.03, 0.04], [-0.32, 0.08, -0.52], [0.59, -0.18, -0.15], [-0.21, -0.12, 0.68], [-0.18, 0.38, -0.57], [-0.03, 0.07, 0.02], [0.45, -0.13, -0.07], [0.30, -0.13, 0.52], [-0.43, 0.22, 0.69]],
  "lowdin_spin": [0.0002, 0.0007, 0.0000, 0.0000, 0.0000, 0.0006, -0.0475, 5.1132, -0.0110, -0.0029, 0.0007, -0.0002, -0.0003, 0.0000, -0.0015, 0.0002, 0.0000, -0.0006, 0.0000, 0.0000, 0.0000, -0.0058, -0.0004, -0.0356, -0.0002, 0.0000, -0.0003, 0.0008, -0.0004, 0.0003, -0.0112, 0.0009, 0.0000, -0.0001, 0.0001, 0.0003],
  "multiplicity": 6,
  "largest_force_ev_per_a": 6.6,
  "gap_ev": [4.896, 4.938],
  "s2": 8.773,
  "total_charge": 2
}

***

# 2
{
  "formula": "C5H11N2",
  "method": "ωB97M-V with the def2-TZVPD basis set",
  "species": ["C", "C", "C", "C", "C", "N", "N", "H", "H", "H", "H", "H", "H", "H", "H", "H", "H", "H"],
  "coordinates": [[0.291, -1.903, -0.180], [-1.109, -1.340, -0.283], [-1.358, -0.167, 0.713], [2.005, -0.347, 0.602], [-1.434, 1.260, 0.016], [1.266, -1.189, 0.126], [2.972, 0.367, -0.255], [0.474, -2.895, 0.041], [-1.127, -0.802, -1.242], [-1.831, -2.154, -0.304], [-2.337, -0.246, 1.263], [-0.569, -0.197, 1.468], [-1.385, 2.042, 0.871], [-2.393, 1.274, -0.623], [-0.577, 1.383, -0.595], [2.987, -0.122, -1.259], [3.864, 0.410, 0.211], [2.583, 1.360, -0.466]],
  "atomic_forces_ev_per_a": [[-1.59, 0.85, 1.20], [0.42, 1.22, -0.86], [-1.05, 0.70, 0.40], [0.53, 1.08, 2.45], [-1.45, -0.88, 1.87], [0.66, 0.96, -1.41], [-2.30, -0.12, -4.28], [0.07, -2.40, -0.37], [-0.33, -0.65, -0.26], [0.04, 0.16, 0.13], [1.01, -0.46, -0.54], [-0.16, 0.27, 0.08], [-0.50, -1.09, -1.71], [1.56, 0.44, 1.10], [0.80, 0.36, -0.84], [0.77, 1.23, 2.22], [0.58, 0.14, 0.03], [0.95, -1.80, 0.81]],
  "lowdin_charge": [-0.0365, -0.1290, -0.2386, -0.0683, -0.1014, 0.0476, 0.1585, 0.1252, 0.1153, 0.1206, 0.1233, 0.0831, 0.1068, 0.1077, 0.0202, 0.2176, 0.1417, 0.2061],
  "de_lowest_ev": 3.761,
  "largest_force_ev_per_a": 4.9,
  "gap_ev": 8.997,
  "total_charge": 1
}

***

# 3
{
  "formula": "C4H7N4",
  "method": "ωB97M-V with the def2-TZVPD basis set",
  "species": ["N", "C", "C", "N", "C", "N", "C", "N", "H", "H", "H", "H", "H", "H", "H"],
  "coordinates": [[-3.130, -0.388, -0.285], [-2.054, -0.250, 0.039], [-0.737, -0.138, 0.608], [-0.599, 1.365, 0.602], [0.382, 1.628, -0.241], [0.983, 0.608, -0.767], [0.406, -0.736, -0.340], [1.433, -1.483, 0.199], [-0.431, -0.603, 1.505], [-0.940, 2.077, 1.258], [0.564, 2.674, -0.543], [1.543, 0.609, -1.662], [-0.136, -1.138, -1.251], [1.614, -2.391, -0.260], [1.101, -1.833, 1.138]],
  "atomic_forces_ev_per_a": [[-1.79, -0.03, -0.89], [0.89, -1.50, 1.40], [0.78, 0.92, -1.05], [2.02, -0.67, 0.04], [-0.22, 1.76, -0.62], [0.39, -0.82, -2.17], [-1.91, 2.75, -2.54], [-0.37, -2.85, 2.60], [-1.09, -0.22, 1.72], [-0.09, -0.85, -0.28], [0.30, -0.68, 0.29], [-0.67, 0.54, 1.68], [0.93, 0.13, 0.95], [-0.13, 0.90, -0.25], [0.97, 0.64, -0.88]],
  "lowdin_charge": [0.2275, -0.1755, -0.1463, 0.1280, -0.0900, 0.1320, -0.3078, 0.0855, 0.1395, 0.1925, 0.1830, 0.2050, 0.1787, 0.1233, 0.1246],
  "de_lowest_ev": 1.452,
  "largest_force_ev_per_a": 4.2,
  "gap_ev": 11.424,
  "smiles": "N#C[C@@H]1NC=[NH+][C@H]1N",
  "total_charge": 1
}

***

# 4
{
  "formula": "C12H8ClF",
  "method": "ωB97M-V with the def2-TZVPD basis set",
  "species": ["C", "C", "C", "C", "C", "C", "C", "C", "C", "C", "C", "C", "F", "Cl", "H", "H", "H", "H", "H", "H", "H", "H"],
  "coordinates": [[1.985, -1.365, 1.318], [-1.703, -1.106, -1.821], [1.108, -1.943, 0.420], [-0.714, -1.812, -1.164], [2.036, 0.002, 1.405], [-2.020, 0.154, -1.383], [0.123, -1.169, -0.229], [-0.021, 0.223, 0.050], [1.162, 0.848, 0.641], [-1.323, 0.788, -0.305], [1.665, 2.098, 0.354], [-2.032, 1.718, 0.436], [2.830, 2.519, 0.861], [-3.606, 2.245, 0.062], [2.669, -1.975, 1.889], [-2.266, -1.563, -2.621], [1.142, -3.004, 0.225], [-0.540, -2.854, -1.385], [2.801, 0.481, 1.995], [-2.869, 0.671, -1.800], [1.176, 2.846, -0.252], [-1.601, 2.198, 1.302]],
  "atomic_forces_ev_per_a": [[-0.33, -0.57, -0.30], [0.41, -0.58, 0.04], [0.61, -0.05, 0.43], [-0.56, 0.10, -0.39], [-0.16, 0.68, -0.06], [0.09, 0.57, 0.34], [-0.12, 0.89, 0.16], [0.05, -0.86, -0.20], [0.56, -0.30, 0.59], [-0.32, -0.30, -0.77], [-1.26, 0.28, -0.08], [1.27, 0.44, 0.25], [-0.02, -0.15, 0.05], [-0.21, 0.09, -0.02], [0.07, -0.04, 0.03], [-0.07, -0.04, -0.04], [-0.02, -0.11, -0.03], [0.05, -0.12, -0.02], [0.10, 0.01, -0.01], [-0.10, -0.03, 0.02], [0.00, 0.05, -0.05], [-0.03, 0.03, 0.05]],
  "lowdin_charge": [-0.0799, -0.0783, -0.0298, -0.0264, -0.0256, -0.0648, -0.1747, -0.0434, -0.1574, -0.2503, -0.0674, -0.5059, 0.0279, 0.6686, 0.1064, 0.1069, 0.1090, 0.1098, 0.1105, 0.0757, 0.1210, 0.0681],
  "de_lowest_ev": 1.147,
  "largest_force_ev_per_a": 1.4,
  "gap_ev": [5.805, 6.100],
  "total_charge": 0
}